This record from OMol25 describes C22H27N3O4 in the gas phase. The level of theory is ωB97M-V/def2-TZVPD.

Geometry as XYZ:
```
56
Properties=species:S:1:pos:R:3:lowdin_charge:R:1
O -4.4148 -2.2264 0.9779 0.069
O 7.0315 4.7020 2.7611 -0.079
O 2.4597 0.3629 3.3024 0.068
O -6.8105 -0.6610 -4.6680 -0.083
N 3.2792 -0.2602 1.2941 0.058
N -2.6446 -1.0851 0.1695 -0.046
N 0.1354 -1.8230 0.0372 -0.176
C -3.8879 -1.6165 0.0633 -0.426
C 6.1891 3.6471 2.6177 -0.273
C 3.2610 0.5284 2.4024 -0.457
C 6.4690 2.4954 1.8878 -0.016
C 4.3002 1.5933 2.4396 -0.147
C -0.7118 -2.2350 1.1448 -0.144
C -7.3606 -1.7096 -5.4280 -0.090
C -5.8528 -2.2594 -3.0907 -0.011
C -4.8755 -0.0817 -1.6744 -0.034
C 4.9587 3.7558 3.2721 0.010
C 5.5290 1.4834 1.8007 -0.030
C 8.2953 4.6508 2.1437 -0.087
C -5.6136 0.1178 -2.8200 0.006
C -0.6720 -1.6219 -1.1475 -0.161
C -1.8319 -0.6304 -0.9337 -0.126
C 4.0362 2.7396 3.1898 -0.008
C -5.1207 -2.4499 -1.9315 -0.009
C -6.1046 -0.9699 -3.5464 -0.274
C -4.6098 -1.3730 -1.2225 -0.164
C 2.2839 -1.2840 1.0884 -0.161
C -1.8868 -1.2780 1.3908 -0.111
C 1.0493 -0.7407 0.3500 -0.182
H 3.0904 2.8098 3.7048 0.120
H 7.4173 2.3716 1.3886 0.102
H 1.3806 -0.2892 -0.5900 0.121
H -8.0730 -2.2995 -4.8427 0.096
H 2.7178 -2.1069 0.5166 0.125
H -2.5627 -1.6916 2.1400 0.123
H -1.4314 0.3623 -0.6947 0.129
H 0.6013 0.0514 0.9670 0.119
H 3.8284 0.0230 0.4994 0.130
H -6.5826 -2.3690 -5.8267 0.095
H 8.7850 5.5894 2.3981 0.094
H -7.8837 -1.2310 -6.2545 0.093
H 8.8944 3.8168 2.5228 0.096
H 1.9975 -1.6444 2.0778 0.113
H -1.0945 -2.5938 -1.4237 0.126
H 5.7843 0.5881 1.2518 0.111
H -1.1072 -3.2258 0.9017 0.129
H 4.7606 4.6487 3.8433 0.120
H -6.2267 -3.1208 -3.6212 0.103
H -1.5207 -0.3046 1.7343 0.125
H -5.8322 1.1117 -3.1773 0.119
H -4.5140 0.7679 -1.1136 0.124
H -0.1095 -2.3153 2.0487 0.118
H -4.9412 -3.4513 -1.5697 0.123
H -0.0352 -1.2791 -1.9654 0.118
H 8.2085 4.5725 1.0552 0.096
H -2.4311 -0.5616 -1.8411 0.115
```

Computed properties:
LUMO level, eV: 0.63
ΔE to the lowest compared entry with this formula, charge and spin, eV: 3.060
SMILES: COc1ccc(C(=O)NCCN2CCN(C(=O)c3ccc(OC)cc3)CC2)cc1
HOMO, eV: -8.1
Electronic energy, Eh: -1319.7648
Spin multiplicity: 1
Frontier orbital gap, eV: 8.750